[1]
C4H11N3O2 | the ωB97M-V functional and the def2-TZVPD basis

The geometry in ORCA input format:
```
! wB97M-V def2-TZVPD RIJCOSX def2/J DEFGRID3
* xyz 1 2
C -2.15 -0.62 0.92
C -1.41 1.34 -0.49
N -1.22 0.17 0.06
N -0.44 1.79 -1.35
N -2.22 2.42 -0.01
H 0.37 -0.95 -0.11
H -1.60 -1.59 0.82
H -3.05 -0.59 0.41
H -0.06 1.20 -2.10
H -0.02 2.71 -1.25
H -2.72 2.38 0.86
H -2.56 3.16 -0.59
H -2.27 -0.24 2.03
C 3.14 -1.78 0.57
C 2.28 -1.28 -0.55
O 1.04 -1.51 -0.12
O 2.54 -0.89 -1.65
H 4.17 -1.21 0.45
H 3.41 -2.88 0.56
H 2.76 -1.63 1.52
*
```

Calculated values
Highest occupied orbital energy (alpha / beta) in eV: -13.4 / -13.4
DFT total energy in eV: -12881.784
ΔE to the lowest compared entry with this formula, charge and spin in kcal/mol: 76.3
Kohn-Sham gap (alpha / beta) in eV: 9.270 / 4.995

Here are the Mulliken charges for atoms 1 to 6, given in e: atom 1 (C): -0.87, atom 2 (C): 0.55, atom 3 (N): -0.29, atom 4 (N): -0.32, atom 5 (N): -0.37, atom 6 (H): 0.42

[2]
C26H53BBr16ClNO5PS | the ωB97M-V functional and the def2-TZVPD basis

The geometry in ORCA input format:
```
! wB97M-V def2-TZVPD RIJCOSX def2/J DEFGRID3
* xyz 1 1
C -3.86 -2.08 -1.73
C -3.74 -0.48 -1.64
C -2.31 0.11 -2.02
O -2.15 1.35 -1.91
O -1.20 -0.64 -2.53
C -0.41 -1.23 -1.47
C 0.65 -0.18 -0.88
C 0.89 -0.28 0.71
Cl 2.40 0.75 0.93
C 1.44 -1.76 1.14
C 0.14 -2.38 1.92
C -0.45 -1.08 2.73
B 0.57 -1.03 4.00
C 0.11 -1.89 5.33
O 1.83 -0.33 4.02
N -0.29 -0.03 1.63
P -0.75 1.66 2.00
O -2.33 1.68 2.67
O -0.75 2.46 0.49
S 0.43 2.58 3.22
H -3.98 -2.50 -0.67
H -4.76 -2.35 -2.39
H -2.94 -2.47 -2.26
H -4.50 -0.05 -2.40
H -4.10 -0.09 -0.62
H 0.14 -2.16 -1.87
H -1.14 -1.64 -0.67
H 0.40 0.89 -1.23
H 1.65 -0.42 -1.38
H 2.40 -1.68 1.77
H 1.80 -2.44 0.28
H -0.49 -2.80 1.07
H 0.65 -3.10 2.64
H -1.52 -1.40 2.90
H 0.67 -1.55 6.26
H 0.29 -3.00 5.07
H -1.03 -1.79 5.44
H 2.50 -0.90 4.45
H -1.09 -0.31 1.00
H -2.77 0.88 2.25
H -0.65 3.43 0.62
Br -5.31 -5.76 -0.74
C -3.81 -6.62 0.15
C -3.16 -5.69 1.15
Br -2.06 -4.36 0.25
H -3.12 -6.96 -0.63
H -4.23 -7.49 0.66
H -2.48 -6.24 1.80
H -3.89 -5.15 1.76
Br 3.90 2.07 -2.29
C 5.47 2.00 -1.13
C 6.42 3.13 -1.43
Br 7.44 2.79 -3.06
H 5.92 1.01 -1.26
H 5.08 2.08 -0.12
H 7.17 3.22 -0.64
H 5.92 4.09 -1.56
Br -7.94 -2.12 -1.06
C -8.76 -0.41 -0.61
C -7.77 0.73 -0.76
Br -6.52 0.78 0.73
H -9.16 -0.50 0.40
H -9.58 -0.29 -1.32
H -8.29 1.69 -0.74
H -7.17 0.66 -1.67
Br 9.70 1.15 -0.44
C 10.60 1.59 -2.12
C 12.09 1.82 -1.90
Br 12.41 3.57 -1.10
H 10.09 2.44 -2.54
H 10.44 0.72 -2.77
H 12.64 1.84 -2.85
H 12.54 1.08 -1.24
Br -6.02 -10.80 0.78
C -4.51 -11.65 1.67
C -3.87 -10.72 2.67
Br -2.75 -9.39 1.77
H -3.83 -11.99 0.89
H -4.94 -12.52 2.18
H -3.19 -11.27 3.32
H -4.59 -10.18 3.28
Br -10.81 3.26 -0.46
C -9.81 4.93 -0.56
C -9.96 5.58 -1.92
Br -8.86 4.68 -3.25
H -8.77 4.70 -0.31
H -10.23 5.57 0.22
H -9.59 6.60 -1.89
H -10.98 5.57 -2.29
Br -0.50 5.65 1.92
C -0.67 6.84 3.45
C 0.52 7.76 3.56
Br 2.07 6.82 4.28
H -0.81 6.21 4.33
H -1.58 7.41 3.28
H 0.32 8.56 4.27
H 0.82 8.19 2.61
Br 11.39 2.42 -4.18
C 11.55 4.13 -5.12
C 12.31 3.98 -6.42
Br 14.23 3.83 -6.09
H 12.00 4.83 -4.43
H 10.52 4.43 -5.32
H 12.19 4.87 -7.04
H 12.02 3.10 -6.99
*
```

Calculated values
Highest occupied orbital energy in eV: -10.6
DFT total energy in eV: -1193543.503
Kohn-Sham gap in eV: 7.746

Here are the Mulliken charges for atoms 1 to 6, given in e: atom 1 (C): -0.75, atom 2 (C): 0.32, atom 3 (C): 0.31, atom 4 (O): -0.51, atom 5 (O): -0.41, atom 6 (C): 0.21

[3]
C5H10O2 | the ωB97M-V functional and the def2-TZVPD basis

The geometry in ORCA input format:
```
! wB97M-V def2-TZVPD RIJCOSX def2/J DEFGRID3
* xyz 0 1
C -2.43 -0.82 0.24
C 1.86 -0.21 -0.65
C 0.81 0.12 -1.41
O 1.01 0.66 -2.65
C -0.60 0.06 -0.99
C -1.17 0.00 0.23
H -2.96 -0.79 -0.72
H -2.37 -1.92 0.36
H -3.12 -0.61 1.08
H 2.81 0.25 -0.88
H 1.74 -0.52 0.38
H 0.97 1.62 -2.73
H -1.17 0.20 -1.91
H -0.96 0.52 1.16
H 2.04 0.30 3.57
H 1.33 0.65 2.26
O 2.21 0.49 2.65
*
```

Calculated values
Highest occupied orbital energy in eV: -8.3
DFT total energy in eV: -9439.275
SMILES string: C=C(O)/C=C/C.O
ΔE to the lowest compared entry with this formula, charge and spin in kcal/mol: 86.9
Kohn-Sham gap in eV: 8.633

Here are the Mulliken charges for atoms 1 to 6, given in e: atom 1 (C): -1.12, atom 2 (C): -0.87, atom 3 (C): 0.31, atom 4 (O): -0.55, atom 5 (C): -0.35, atom 6 (C): 0.07